1.
{
  "formula": "C5H13NO2",
  "method": "ωB97M-V with the def2-TZVPD basis set",
  "e_above_lowest_ev": 1.808,
  "lumo_energy_ha": 0.01679,
  "orbital_gap_ev": 9.1,
  "smiles": "CNCCCC=O.O",
  "elements": ["O", "C", "C", "C", "C", "C", "N", "H", "H", "H", "H", "H", "H", "H", "H", "H", "H", "H", "H", "H", "O"],
  "positions_angstrom": [[2.134, 1.025, 2.530], [2.474, 0.533, 1.488], [1.828, 0.881, 0.157], [1.044, -0.246, -0.489], [-0.188, -0.682, 0.281], [-2.359, -1.765, -0.043], [-1.009, -1.550, -0.550], [3.300, -0.206, 1.427], [1.136, 1.703, 0.350], [2.614, 1.309, -0.472], [1.631, -1.149, -0.682], [0.742, 0.134, -1.472], [0.122, -1.259, 1.160], [-0.787, 0.159, 0.658], [-2.760, -2.708, -0.417], [-2.333, -1.885, 1.041], [-3.015, -0.922, -0.287], [-1.038, -1.284, -1.520], [-1.424, 3.337, -0.881], [-1.191, 2.061, -1.547], [-0.921, 2.515, -0.734]]
}

***

2.
{
  "formula": "C30H57BCl2F15K2LiN7O18PS3",
  "method": "ωB97M-V with the def2-TZVPD basis set",
  "charge": -2,
  "lumo_energy_ha": 0.02442,
  "orbital_gap_ev": 0.7,
  "elements": ["C", "C", "C", "N", "C", "C", "C", "C", "C", "O", "O", "C", "C", "C", "C", "C", "N", "C", "N", "N", "P", "N", "O", "S", "O", "O", "C", "F", "F", "C", "F", "F", "C", "F", "F", "C", "F", "F", "F", "H", "H", "H", "H", "H", "H", "H", "H", "H", "H", "H", "H", "H", "H", "H", "H", "H", "H", "H", "H", "H", "H", "H", "H", "H", "H", "H", "H", "H", "H", "H", "K", "C", "C", "O", "C", "O", "O", "C", "H", "H", "H", "H", "H", "H", "H", "H", "C", "O", "C", "C", "N", "C", "C", "O", "C", "H", "H", "H", "H", "H", "H", "H", "H", "H", "H", "H", "H", "H", "H", "H", "N", "S", "O", "O", "F", "S", "O", "O", "F", "O", "H", "K", "B", "F", "F", "F", "F", "C", "Cl", "Cl", "H", "H", "Li", "C", "O", "O", "O"],
  "positions_angstrom": [[-0.182, -1.798, 7.811], [-1.450, -1.022, 7.734], [-2.213, -0.602, 6.306], [-1.243, 0.105, 5.388], [-1.649, 0.020, 3.927], [-1.459, 1.572, 3.329], [-2.670, 2.438, 4.093], [-3.786, 2.742, 2.886], [-4.683, 1.402, 2.524], [-4.074, 0.524, 1.510], [-0.108, 1.986, 3.714], [0.519, 2.908, 2.764], [0.851, 2.271, 1.281], [2.031, 1.134, 1.271], [3.303, 1.538, 0.298], [4.426, 0.324, 0.510], [5.855, 0.814, 0.419], [6.433, 0.529, 1.821], [6.025, 1.244, 2.954], [7.509, -0.525, 2.055], [-0.381, 4.630, 2.638], [-0.237, 5.319, 1.001], [0.567, 5.731, 3.660], [-0.682, -1.266, 2.935], [0.829, -1.026, 3.331], [-0.717, -1.001, 1.385], [-1.043, -3.041, 3.413], [0.031, -3.879, 2.833], [-0.830, -3.105, 4.909], [-2.567, -3.556, 3.162], [-2.741, -4.794, 4.011], [-3.585, -2.587, 3.719], [-3.011, -3.831, 1.617], [-4.411, -4.400, 1.689], [-3.178, -2.576, 0.792], [-2.132, -4.944, 0.801], [-1.571, -6.039, 1.623], [-1.009, -4.379, 0.003], [-3.074, -5.606, -0.176], [0.822, -1.173, 7.871], [-0.071, -2.963, 7.786], [-1.929, -0.683, 8.768], [-2.659, -1.601, 5.891], [-3.146, 0.078, 6.610], [-0.249, -0.169, 5.547], [-2.818, -0.156, 3.919], [-1.662, 1.485, 2.182], [-2.236, 3.428, 4.542], [-3.245, 1.769, 4.876], [-3.203, 3.013, 1.881], [-4.502, 3.643, 3.157], [-5.760, 1.683, 2.153], [-4.827, 0.733, 3.497], [-4.461, -0.417, 1.559], [1.584, 3.182, 3.230], [-0.110, 1.892, 0.703], [1.264, 3.180, 0.627], [1.596, 0.117, 0.822], [2.394, 0.961, 2.370], [2.900, 1.605, -0.799], [3.690, 2.590, 0.638], [4.202, -0.107, 1.596], [4.137, -0.506, -0.268], [6.342, 0.103, -0.195], [5.309, 1.950, 2.676], [7.854, -0.373, 3.031], [7.060, -1.471, 1.994], [-0.728, 4.669, 0.343], [0.770, 5.448, 0.759], [1.546, 5.487, 3.517], [0.695, 3.627, 4.994], [-5.981, 8.451, -1.693], [-6.314, 7.289, -0.773], [-5.129, 6.777, -0.151], [-4.667, 7.493, 0.906], [-5.172, 8.506, 1.363], [-3.530, 6.901, 1.350], [-2.891, 7.607, 2.411], [-5.204, 8.166, -2.409], [-6.869, 8.777, -2.241], [-5.593, 9.304, -1.127], [-6.740, 6.470, -1.364], [-7.062, 7.567, -0.022], [-3.586, 7.808, 3.233], [-2.462, 8.540, 2.032], [-2.078, 6.983, 2.794], [5.823, -1.118, -7.032], [4.486, -1.591, -6.923], [4.404, -3.021, -6.864], [3.919, -3.469, -5.476], [4.948, -3.238, -4.458], [4.461, -3.411, -3.083], [3.386, -2.423, -2.587], [3.851, -1.078, -2.459], [3.775, -0.314, -3.653], [5.787, -0.036, -7.205], [6.379, -1.301, -6.110], [6.334, -1.582, -7.885], [5.349, -3.504, -7.137], [3.655, -3.320, -7.605], [3.674, -4.537, -5.507], [3.005, -2.912, -5.246], [5.303, -2.288, -4.551], [5.337, -3.311, -2.429], [4.093, -4.437, -2.960], [3.106, -2.736, -1.574], [2.463, -2.467, -3.177], [2.936, -0.609, -4.290], [4.715, -0.383, -4.203], [3.641, 0.737, -3.377], [-7.151, -5.022, -0.367], [-8.513, -5.797, -0.479], [-9.285, -5.628, -1.705], [-9.286, -5.988, 0.743], [-7.954, -7.284, -0.696], [-7.379, -3.474, -0.224], [-6.173, -2.677, -0.446], [-8.215, -2.997, 0.871], [-8.241, -3.089, -1.510], [1.846, -4.449, -7.113], [1.060, -4.374, -6.604], [-9.215, -7.301, -3.015], [0.768, -3.887, -10.099], [1.805, -4.904, -10.051], [-0.233, -4.167, -9.083], [1.358, -2.581, -9.853], [0.142, -3.896, -11.411], [0.762, 1.383, -5.683], [2.209, 1.893, -4.804], [1.126, 0.052, -6.788], [0.008, 1.053, -4.965], [0.379, 2.229, -6.258], [3.955, -4.846, -8.495], [10.153, -1.693, 4.339], [11.287, -1.392, 4.681], [9.229, -0.893, 4.153], [9.755, -2.844, 4.126]]
}

***

3.
{
  "formula": "F2HPS2",
  "method": "ωB97M-V with the def2-TZVPD basis set",
  "e_above_lowest_ev": 3.383,
  "lumo_energy_ha": [-0.15499, -0.15502],
  "orbital_gap_ev": [5.5, 5.5],
  "elements": ["F", "F", "P", "S", "S", "H"],
  "positions_angstrom": [[-1.234, -0.801, -0.630], [-1.006, -0.344, 1.693], [-0.614, 0.378, 0.251], [-1.620, 2.053, 0.031], [2.598, -0.436, -0.107], [1.876, -0.851, -1.239]]
}

***

4.
{
  "formula": "C6H13O",
  "method": "ωB97M-V with the def2-TZVPD basis set",
  "charge": -1,
  "e_above_lowest_ev": 0.679,
  "lumo_energy_ha": 0.13889,
  "orbital_gap_ev": 5.9,
  "smiles": "CC[C@@H](C)CC[O-]",
  "elements": ["C", "O", "C", "C", "C", "C", "C", "H", "H", "H", "H", "H", "H", "H", "H", "H", "H", "H", "H", "H"],
  "positions_angstrom": [[-1.959, 0.211, 1.548], [-2.978, -0.132, 0.749], [-0.746, 0.970, 0.891], [-0.011, -0.035, 0.024], [1.003, -0.889, 0.889], [0.745, 0.628, -1.146], [1.070, -0.320, -2.297], [-1.524, -0.648, 2.141], [-2.305, 0.791, 2.465], [-0.223, 1.388, 1.744], [-1.350, 1.591, 0.219], [-0.645, -0.800, -0.427], [0.834, -1.933, 0.600], [0.651, -0.827, 1.913], [2.058, -0.646, 0.755], [0.079, 1.379, -1.590], [1.652, 1.061, -0.714], [1.909, -0.955, -1.964], [0.272, -0.992, -2.603], [1.469, 0.157, -3.198]]
}

***

5.
{
  "formula": "C6H10O",
  "method": "ωB97M-V with the def2-TZVPD basis set",
  "e_above_lowest_ev": 1.714,
  "lumo_energy_ha": 0.04229,
  "orbital_gap_ev": 10.4,
  "elements": ["C", "C", "C", "O", "C", "C", "C", "H", "H", "H", "H", "H", "H", "H", "H", "H", "H"],
  "positions_angstrom": [[-2.029, 0.603, 1.073], [-0.556, 0.208, 1.166], [0.292, 0.679, 0.008], [1.692, 0.507, 0.303], [1.879, -0.167, -0.934], [1.107, -1.441, -0.975], [0.419, -0.132, -1.278], [-2.533, 0.109, 0.233], [-2.132, 1.689, 0.950], [-2.542, 0.310, 1.996], [-0.479, -0.883, 1.268], [-0.086, 0.660, 2.042], [0.091, 1.738, -0.211], [2.761, 0.072, -1.517], [1.275, -2.057, -1.853], [0.911, -1.987, -0.053], [-0.070, 0.092, -2.218]]
}

***

What E values result from the calculations? In sequence: -403.5102 -8100.7863 -1338.0234 -311.6071 -309.7794 a.u..
What strongest force on any atom values result from the calculations? In sequence: 1.3 9.6 3.2 3.1 0.6 eV Å⁻¹.